[1]
C2H7NO2S | ωB97M-V/def2-TZVPD

Computed properties:
- Electronic energy: -683.730594 Eh
- Charge: 0
- Frontier orbital gap: 9.72 eV
- Energy relative to the best compared isomer or geometry (same formula, charge and spin): 72.3 kcal per mole
- F_max: 2.97 eV/Å

Cartesian coordinates (Å):
H: -0.698234 3.008805 0.989804
H: -0.157910 1.016866 -0.508512
O: -0.742147 -1.193080 -0.281138
H: 3.019603 -1.082234 -0.062562
H: 2.542478 -1.768553 -1.614316
S: -1.929718 -0.317629 -0.132049
H: -2.670589 0.348160 1.942341
H: 2.014969 -0.294594 -1.365847
C: 2.297255 -1.157374 -0.814467
O: -2.537701 -0.512698 1.512045
H: 1.305768 -1.536420 -0.502314
C: -1.068319 1.246477 0.069258
N: -1.375449 2.242273 0.767752

Cartesian forces (eV/Å) of the 6 atoms listed first:
H -0.48 -1.07 -1.03
H 0.20 0.60 0.23
O -1.41 0.70 0.24
H 0.95 0.32 0.93
H 1.19 -1.71 -1.24
S -0.75 -1.42 1.92

Which charges does Mulliken predict for the atoms? In e, they are: 0.272, 0.180, -0.534, 0.265, 0.368, 0.508, 0.332, 0.247, -1.069, -0.510, 0.242, 0.290, -0.590

---

[2]
C47H107N3O13 | ωB97M-V/def2-TZVPD

Computed properties:
- Electronic energy: -2995.845165 Eh
- Charge: 0
- Frontier orbital gap: 7.01 eV
- Energy relative to the best compared isomer or geometry (same formula, charge and spin): 729.6 kcal per mole
- F_max: 10.47 eV/Å

Cartesian coordinates (Å):
C: -14.780080 11.941960 13.756310
C: -9.441290 6.205270 9.865720
H: -2.189590 8.836860 15.223970
H: -14.739010 12.984110 13.439550
C: -11.000610 6.439900 9.988980
C: -11.236750 11.531840 15.800950
H: -10.855800 6.740000 17.478950
O: -8.650140 12.998040 19.104300
H: -1.697330 11.159910 12.703720
H: -7.086990 14.233440 18.488730
H: -2.506120 10.263790 11.624710
H: -5.763670 4.896910 14.322810
C: -9.544620 5.731640 13.002610
H: -8.393900 14.971920 19.465130
H: -8.984930 11.012830 12.847620
C: -11.491470 9.968060 13.062920
H: -10.471430 4.801020 7.668950
H: -12.644710 4.647640 18.177850
C: -8.161870 14.267450 18.666380
H: -13.124830 13.213280 11.364030
H: -8.676020 14.622020 17.773050
H: -7.931050 6.115700 15.610630
O: -13.051850 6.378220 12.730350
O: -15.911190 11.177760 13.234510
O: -9.462990 7.467820 16.247550
H: -11.243400 5.684730 11.924410
H: -7.277440 11.776760 18.120440
C: -11.322530 8.682190 17.358420
C: -9.419910 4.645180 7.910050
C: -4.971270 8.784720 12.229100
H: -7.047980 4.414670 12.485450
H: -6.740510 9.768310 13.057010
H: -3.522590 12.114010 11.460460
H: -9.030870 6.230620 10.875180
H: -6.308230 9.458890 14.868750
C: -3.249690 9.970570 13.711550
H: -11.060530 7.438330 10.422160
H: -5.762650 13.397490 13.340020
C: -11.741560 7.677040 14.022630
H: -11.107860 8.018700 11.235750
H: -9.355150 5.382170 16.301420
H: -12.593700 7.475140 13.373640
H: -13.647160 8.106030 11.850730
H: -11.531750 12.823130 12.058670
H: -12.256380 4.040860 8.445110
H: -11.289850 6.726870 14.307630
H: -16.925350 10.708700 11.556690
C: -12.471910 5.611190 14.966510
H: -10.879540 9.651880 17.131350
H: -9.607540 7.819010 18.200360
H: -12.640250 3.339070 12.163250
C: -15.961100 11.129680 11.841460
H: -7.157960 9.157760 11.855400
C: -9.110730 11.781830 16.905290
H: -7.496530 8.547790 15.814760
C: -2.158300 10.173440 12.653760
H: -12.673550 11.808710 14.049070
H: -6.798310 7.823080 14.564350
H: -13.044740 4.454960 13.145490
H: -8.857430 12.733020 16.437130
O: -7.186700 5.146570 15.675820
H: -7.427860 7.632940 12.569320
H: -1.970410 10.568290 15.490860
H: -5.246970 5.350180 16.316000
H: -12.475510 9.807120 12.622620
H: -13.694930 9.397060 15.267320
C: -12.357670 3.454050 9.358070
N: -9.596330 8.764860 14.235690
H: -12.265990 11.232900 15.999410
C: -4.061750 8.711330 13.413340
H: -8.683690 10.972680 16.312820
H: -3.411420 7.843260 13.305560
C: -12.424030 12.409280 11.588910
H: -8.810150 7.971500 10.447610
H: -6.429920 5.468380 17.623310
C: -7.705280 4.405490 9.802720
H: -7.400990 3.293510 13.776700
C: -6.793790 5.253200 14.325640
H: -10.781750 10.878320 15.056650
H: -4.965730 12.838370 11.165010
H: -8.963070 6.987860 9.276680
C: -5.903420 9.967280 12.387840
H: -13.570600 10.203590 13.785110
H: -13.995730 9.637620 16.949180
C: -13.189570 9.515170 16.225840
H: -9.682730 6.471030 13.791480
H: -1.325340 9.473570 12.586920
H: -12.642870 10.420420 15.961760
C: -8.289230 9.207560 13.774020
H: -8.584230 11.200350 14.559450
H: -9.947170 8.346270 15.946660
C: -5.154650 11.303430 12.711550
C: -10.287230 7.662660 17.362700
H: -10.207020 6.842470 12.028790
C: -7.184400 8.813640 14.804810
C: -12.400570 5.270900 17.317600
H: -5.492240 7.842210 12.060700
H: -11.921060 12.080470 10.679520
H: -11.832370 1.975680 11.390880
H: -10.944350 3.108530 12.453940
H: -9.168010 3.685260 7.459270
N: -4.172130 11.113180 13.809480
C: -11.713790 3.017900 11.687220
H: -12.334780 6.688400 15.060870
H: -14.842240 12.131020 14.827980
H: -11.439720 5.343780 14.740280
C: -6.199230 12.406620 13.214790
C: -11.614930 5.420810 10.934250
H: -12.243260 8.110860 14.887620
H: -7.076620 12.509000 12.576180
H: -4.656840 8.568070 14.315250
H: -11.605670 10.587570 13.952450
H: -11.025260 10.591620 12.300080
H: -8.224930 6.204260 17.349880
O: -13.081890 4.919410 16.113980
C: -13.281050 5.360700 13.703960
C: -7.574010 4.313930 13.434790
O: -12.346860 8.392400 16.411280
C: -10.345860 7.923410 12.009310
C: -9.144000 8.524360 11.325670
O: -3.647330 12.330590 14.237490
H: -15.213430 10.401920 11.526090
H: -7.382840 3.467530 9.350670
C: -2.677370 9.809250 15.155960
H: -15.789290 12.107590 11.391730
H: -11.300510 12.527640 15.362310
C: -8.354480 11.855570 18.268300
C: -7.928790 8.579080 12.364360
O: -8.991590 4.502230 13.415720
H: -8.866340 6.183090 12.278580
H: -6.784240 6.232050 13.846190
H: -9.377250 9.527850 10.969750
C: -6.221840 5.752310 16.591720
C: -11.399960 3.918290 10.502600
H: -7.407820 4.458840 10.849990
C: -9.176140 4.736340 9.426910
H: -4.384060 9.002420 11.336980
H: -12.132900 2.435110 9.042880
O: -9.931170 9.185380 15.480560
H: -14.987250 7.050650 12.320730
H: -12.690490 5.592610 10.976170
H: -11.812480 8.640210 18.331190
C: -8.279040 10.725600 13.626940
O: -9.692980 2.454220 9.963160
H: -12.625970 6.312030 17.548560
H: -9.034200 2.142880 10.588200
H: -14.154240 7.962520 13.553300
H: -8.877340 5.367040 7.299610
C: -4.571460 11.839030 11.349310
H: -4.777750 11.142210 10.536910
H: -4.082510 12.381450 15.091680
C: -14.006470 7.421190 12.618840
O: -10.436140 11.414080 16.976360
H: -10.485330 5.657450 12.457030
H: -13.413630 3.344630 9.605180
H: -6.220620 6.829360 16.424210
H: -7.053630 5.175880 9.390480
H: -11.315680 5.168700 17.343450
H: -6.477600 10.036190 11.463900
C: -10.737330 8.619290 13.348280
H: -11.536170 6.441430 9.039620
H: -14.329860 5.212200 13.960970
H: -8.627820 10.994310 18.877910
H: -7.232950 10.953990 13.422920
H: -6.650620 12.098010 14.157720
C: -13.434800 11.248500 13.506160
C: -8.700810 6.251180 16.370380
O: -13.060150 11.255320 12.121530
H: -3.363730 9.690720 15.994380
N: -10.022890 3.771240 10.209160

Cartesian forces (eV/Å) of the 6 atoms listed first:
C 0.05 -0.47 -0.51
C -1.97 -2.43 0.12
H 0.59 -0.03 -0.32
H -0.33 0.12 -0.98
C 1.25 -0.75 -1.48
C 2.39 1.82 -0.25

These are the Mulliken partial charges, in e, on atoms 1 to 99: -1.194, -0.214, 0.433, 0.450, -1.124, -0.583, -0.242, -0.413, 0.440, 0.293, 0.342, 0.944, 1.186, 0.261, 0.080, -1.786, 0.308, 0.464, -0.663, 0.323, 0.271, -0.432, -0.227, -0.436, 0.788, 0.489, 0.440, -1.733, -2.008, -0.766, -0.315, -1.201, 0.449, -0.488, 0.782, 1.618, -0.219, 0.596, -0.259, -0.002, -0.128, 0.394, 0.328, 0.322, 0.280, 0.448, 0.298, 1.342, 0.707, 0.776, 0.527, -0.421, -1.570, 0.898, 0.656, -2.022, 0.213, -0.988, -1.105, 0.289, -0.415, -0.637, 0.378, 0.380, 0.792, 0.258, -1.956, 0.627, 0.828, -0.946, -0.219, 0.749, -0.999, -0.076, 0.344, -1.347, 0.536, 0.460, 0.347, 0.467, 1.031, -0.690, -0.755, 0.423, -1.254, -0.079, 0.387, -0.693, 0.383, 0.255, 1.011, 2.541, -0.867, -1.493, -1.078, -0.243, 0.375, 0.328, 0.497

---

[3]
C4H27NO11 | ωB97M-V/def2-TZVPD

Computed properties:
- Electronic energy: -1050.850233 Eh
- SMILES string: c1cc[nH]c1.O.O.O.O.O.O.O.O.O.O.O
- Charge: 0
- Frontier orbital gap: 8.65 eV
- Energy relative to the best compared isomer or geometry (same formula, charge and spin): 164.1 kcal per mole
- F_max: 10.96 eV/Å

Cartesian coordinates (Å):
H: -1.214610 0.936315 -2.268723
H: 0.672961 -0.573724 2.205570
H: -0.059306 1.881768 0.431611
H: 3.033512 0.209459 -1.575446
H: 1.824504 -1.181338 -1.628236
O: -2.359208 0.507661 3.346994
N: 1.514999 -1.327248 -0.774364
H: -1.842809 1.247186 3.720228
H: 0.604138 3.174813 0.042228
H: -2.344199 0.551294 2.380769
C: 1.546077 -2.298124 1.156298
H: -1.830294 -1.078894 3.514848
H: -2.169483 -2.712774 -1.222780
H: -0.848971 -2.480043 3.392309
H: -1.444032 -1.873510 1.385619
H: -3.017354 1.779484 -1.160338
H: 2.110321 0.945732 -2.631246
C: 1.107205 -0.311696 -0.015150
O: -1.372417 -2.067297 0.360942
O: 1.876847 3.743463 -1.416393
O: -1.002027 1.558304 -3.083917
H: 0.402237 1.898750 3.802880
H: 1.579303 -2.876549 2.112649
O: -1.414812 -3.133776 -1.656428
O: 0.203469 2.708389 0.733196
H: -0.331734 2.267161 -3.010106
C: 1.906890 -2.518731 -0.103995
H: 2.653850 3.180709 -1.462058
O: 0.047051 1.073292 3.526226
H: 0.762329 0.642869 3.117541
H: 1.308273 3.221736 -1.958265
H: -1.412775 -3.732346 -0.922107
O: 0.465256 -0.750521 -3.781363
H: -0.252930 -0.115301 -3.763385
C: 1.112261 -0.898836 1.250637
H: -2.591700 2.958183 -0.038181
H: 2.435133 -3.395736 -0.481582
O: -1.714462 -2.031553 3.112548
H: -0.918667 -1.606354 -0.200154
O: -2.397882 2.231783 -0.622484
H: 0.858682 0.718640 -0.311038
H: -0.046348 -1.548393 -3.690558
O: 2.560717 1.075756 -1.814797

Cartesian forces (eV/Å) of the 6 atoms listed first:
H 1.46 2.89 -1.97
H 0.29 -0.12 -1.17
H -1.00 -1.92 -0.81
H -1.01 2.15 -0.72
H 1.13 0.55 -5.21
O -1.05 0.17 0.34

Which charges does Mulliken predict for the atoms? In e, they are: 0.336, -0.024, 0.383, 0.295, 0.277, -0.709, 0.123, 0.353, 0.394, 0.325, -0.174, 0.436, 0.336, 0.303, 0.299, 0.283, 0.289, -0.579, -0.658, -0.687, -0.665, 0.285, 0.365, -0.668, -0.563, 0.294, -1.293, 0.349, -0.477, 0.323, 0.275, 0.312, -0.627, 0.346, 0.163, 0.270, 0.386, -0.742, 0.467, -0.532, 0.489, 0.307, -0.664

---

Which value of charge does entry 1 give? 0

---

Which value of energy relative to the best compared isomer or geometry (same formula, charge and spin) does entry 3 give? 164.1 kcal per mole

---

Copy entry 3 word for word.
C4H27NO11 | ωB97M-V/def2-TZVPD

Computed properties:
- Electronic energy: -1050.850233 Eh
- SMILES string: c1cc[nH]c1.O.O.O.O.O.O.O.O.O.O.O
- Charge: 0
- Frontier orbital gap: 8.65 eV
- Energy relative to the best compared isomer or geometry (same formula, charge and spin): 164.1 kcal per mole
- F_max: 10.96 eV/Å

Cartesian coordinates (Å):
H: -1.214610 0.936315 -2.268723
H: 0.672961 -0.573724 2.205570
H: -0.059306 1.881768 0.431611
H: 3.033512 0.209459 -1.575446
H: 1.824504 -1.181338 -1.628236
O: -2.359208 0.507661 3.346994
N: 1.514999 -1.327248 -0.774364
H: -1.842809 1.247186 3.720228
H: 0.604138 3.174813 0.042228
H: -2.344199 0.551294 2.380769
C: 1.546077 -2.298124 1.156298
H: -1.830294 -1.078894 3.514848
H: -2.169483 -2.712774 -1.222780
H: -0.848971 -2.480043 3.392309
H: -1.444032 -1.873510 1.385619
H: -3.017354 1.779484 -1.160338
H: 2.110321 0.945732 -2.631246
C: 1.107205 -0.311696 -0.015150
O: -1.372417 -2.067297 0.360942
O: 1.876847 3.743463 -1.416393
O: -1.002027 1.558304 -3.083917
H: 0.402237 1.898750 3.802880
H: 1.579303 -2.876549 2.112649
O: -1.414812 -3.133776 -1.656428
O: 0.203469 2.708389 0.733196
H: -0.331734 2.267161 -3.010106
C: 1.906890 -2.518731 -0.103995
H: 2.653850 3.180709 -1.462058
O: 0.047051 1.073292 3.526226
H: 0.762329 0.642869 3.117541
H: 1.308273 3.221736 -1.958265
H: -1.412775 -3.732346 -0.922107
O: 0.465256 -0.750521 -3.781363
H: -0.252930 -0.115301 -3.763385
C: 1.112261 -0.898836 1.250637
H: -2.591700 2.958183 -0.038181
H: 2.435133 -3.395736 -0.481582
O: -1.714462 -2.031553 3.112548
H: -0.918667 -1.606354 -0.200154
O: -2.397882 2.231783 -0.622484
H: 0.858682 0.718640 -0.311038
H: -0.046348 -1.548393 -3.690558
O: 2.560717 1.075756 -1.814797

Cartesian forces (eV/Å) of the 6 atoms listed first:
H 1.46 2.89 -1.97
H 0.29 -0.12 -1.17
H -1.00 -1.92 -0.81
H -1.01 2.15 -0.72
H 1.13 0.55 -5.21
O -1.05 0.17 0.34

Which charges does Mulliken predict for the atoms? In e, they are: 0.336, -0.024, 0.383, 0.295, 0.277, -0.709, 0.123, 0.353, 0.394, 0.325, -0.174, 0.436, 0.336, 0.303, 0.299, 0.283, 0.289, -0.579, -0.658, -0.687, -0.665, 0.285, 0.365, -0.668, -0.563, 0.294, -1.293, 0.349, -0.477, 0.323, 0.275, 0.312, -0.627, 0.346, 0.163, 0.270, 0.386, -0.742, 0.467, -0.532, 0.489, 0.307, -0.664

---

What did the third record say?
C4H27NO11 | ωB97M-V/def2-TZVPD

Computed properties:
- Electronic energy: -1050.850233 Eh
- SMILES string: c1cc[nH]c1.O.O.O.O.O.O.O.O.O.O.O
- Charge: 0
- Frontier orbital gap: 8.65 eV
- Energy relative to the best compared isomer or geometry (same formula, charge and spin): 164.1 kcal per mole
- F_max: 10.96 eV/Å

Cartesian coordinates (Å):
H: -1.214610 0.936315 -2.268723
H: 0.672961 -0.573724 2.205570
H: -0.059306 1.881768 0.431611
H: 3.033512 0.209459 -1.575446
H: 1.824504 -1.181338 -1.628236
O: -2.359208 0.507661 3.346994
N: 1.514999 -1.327248 -0.774364
H: -1.842809 1.247186 3.720228
H: 0.604138 3.174813 0.042228
H: -2.344199 0.551294 2.380769
C: 1.546077 -2.298124 1.156298
H: -1.830294 -1.078894 3.514848
H: -2.169483 -2.712774 -1.222780
H: -0.848971 -2.480043 3.392309
H: -1.444032 -1.873510 1.385619
H: -3.017354 1.779484 -1.160338
H: 2.110321 0.945732 -2.631246
C: 1.107205 -0.311696 -0.015150
O: -1.372417 -2.067297 0.360942
O: 1.876847 3.743463 -1.416393
O: -1.002027 1.558304 -3.083917
H: 0.402237 1.898750 3.802880
H: 1.579303 -2.876549 2.112649
O: -1.414812 -3.133776 -1.656428
O: 0.203469 2.708389 0.733196
H: -0.331734 2.267161 -3.010106
C: 1.906890 -2.518731 -0.103995
H: 2.653850 3.180709 -1.462058
O: 0.047051 1.073292 3.526226
H: 0.762329 0.642869 3.117541
H: 1.308273 3.221736 -1.958265
H: -1.412775 -3.732346 -0.922107
O: 0.465256 -0.750521 -3.781363
H: -0.252930 -0.115301 -3.763385
C: 1.112261 -0.898836 1.250637
H: -2.591700 2.958183 -0.038181
H: 2.435133 -3.395736 -0.481582
O: -1.714462 -2.031553 3.112548
H: -0.918667 -1.606354 -0.200154
O: -2.397882 2.231783 -0.622484
H: 0.858682 0.718640 -0.311038
H: -0.046348 -1.548393 -3.690558
O: 2.560717 1.075756 -1.814797

Cartesian forces (eV/Å) of the 6 atoms listed first:
H 1.46 2.89 -1.97
H 0.29 -0.12 -1.17
H -1.00 -1.92 -0.81
H -1.01 2.15 -0.72
H 1.13 0.55 -5.21
O -1.05 0.17 0.34

Which charges does Mulliken predict for the atoms? In e, they are: 0.336, -0.024, 0.383, 0.295, 0.277, -0.709, 0.123, 0.353, 0.394, 0.325, -0.174, 0.436, 0.336, 0.303, 0.299, 0.283, 0.289, -0.579, -0.658, -0.687, -0.665, 0.285, 0.365, -0.668, -0.563, 0.294, -1.293, 0.349, -0.477, 0.323, 0.275, 0.312, -0.627, 0.346, 0.163, 0.270, 0.386, -0.742, 0.467, -0.532, 0.489, 0.307, -0.664